# 1
Below is a structure of composition C29H41F5HfP2S in a non-equilibrium geometry, with properties calculated with ωB97M-V/def2-TZVPD.

For the LUMO energy (spin up / spin down), the calculation gives -7.30 / -7.29 eV. As for the orbital gap (spin up / spin down): 5.19 / 5.27 eV. The energy above the lowest of the compared OMol25 structures with the same formula, charge and spin is 237.2 kcal per mole.

Geometry as ORCA input:
```
! wB97M-V def2-TZVPD RIJCOSX def2/J DEFGRID3
* xyz 2 1
Hf -0.24859 0.08753 -0.17491
C -1.56905 1.62696 2.12413
C -1.94530 1.60652 0.71665
C -2.64535 -0.37935 1.77310
C -1.95922 0.41742 2.72843
C -2.70932 0.34387 0.53341
C -1.09929 2.78603 2.92006
H -0.89379 3.66141 2.29405
H -0.19984 2.51104 3.49716
H -1.86177 3.09661 3.65757
C -1.80784 0.11731 4.17523
H -1.13606 0.84242 4.66200
H -1.42770 -0.89780 4.33721
H -2.77811 0.19516 4.68765
C -3.36952 -1.63224 2.07989
H -4.27138 -1.42594 2.68159
H -2.73648 -2.32226 2.66381
H -3.69650 -2.11820 1.15231
C -3.80668 0.15251 -0.46463
H -4.78503 0.41126 -0.01438
H -3.88563 -0.89997 -0.77929
H -3.68949 0.79638 -1.34641
C -2.30402 2.84767 -0.04830
H -3.30856 3.19522 0.26392
H -2.33554 2.68584 -1.13778
H -1.59660 3.66384 0.15998
C 3.13494 0.48181 -1.01141
C 3.20967 1.98945 -0.81612
C 3.05815 2.81832 -2.02624
C 1.85685 2.48445 -3.08437
C 0.76219 1.57676 -2.65914
C 0.76250 0.15191 -2.92087
C 2.18728 -0.43975 -3.29203
C 3.35195 -0.03991 -2.39764
H 3.98398 2.75575 -2.62899
H 2.35346 2.19765 -4.04522
H 2.95829 3.89328 -1.76761
H 4.03927 0.62237 -2.94863
H 3.92212 -0.02423 -0.40831
H 3.91811 2.40669 -0.03716
H 4.01061 -0.90988 -2.33857
H 2.19825 -1.55251 -3.35378
H 0.22516 -0.03946 -3.94503
H 2.41870 -0.14798 -4.36505
H 1.44669 3.48433 -3.33827
H -0.17105 2.10635 -2.49710
P 2.25579 1.78995 1.08376
C 3.64618 1.27697 2.13664
C 1.53165 3.45096 0.82253
P -0.85765 -0.88654 -2.51649
C 1.80631 0.48077 -0.30148
C -2.25475 -0.07157 -3.47438
C -0.28637 -2.56711 -3.07471
H 3.41126 0.27594 2.53935
H 3.84681 1.94386 2.98663
H 4.53563 1.22253 1.50659
H 1.39827 3.61235 -0.25243
H 2.11342 4.29694 1.23503
H 0.53091 3.54493 1.27640
H 0.66112 -2.38065 -3.61224
H -0.97978 -3.06515 -3.78481
H -0.10442 -3.22982 -2.19615
H 1.52423 -0.48089 0.23522
H 1.09286 1.29876 -0.74566
H -3.25709 -0.49331 -3.25577
H -2.07094 -0.15540 -4.55373
H -2.24947 0.99117 -3.18410
F -1.02162 -7.31705 2.55726
C -0.70116 -6.03640 2.25451
C -0.02949 -5.68775 1.08393
F 0.26538 -6.67601 0.20878
C 0.32807 -4.36798 0.80896
F 0.93183 -4.12233 -0.39339
C 0.02310 -3.33447 1.72007
S 0.30592 -1.69641 1.36590
C -0.57442 -3.71963 2.91996
F -0.69499 -2.79427 3.90349
C -0.99544 -5.01964 3.15906
F -1.69163 -5.26734 4.28036
*
```


# 2
Below is a structure of composition C12H16F2LiNO16S2 in a non-equilibrium geometry, with properties calculated with ωB97M-V/def2-TZVPD.

For the LUMO energy, the calculation gives -2.21 eV. As for the orbital gap: 8.20 eV.

Geometry as ORCA input:
```
! wB97M-V def2-TZVPD RIJCOSX def2/J DEFGRID3
* xyz 0 1
Li 15.13812 -2.83342 -2.13241
N 16.55190 -3.02606 -3.40667
S 17.92696 -3.77713 -3.24438
O 19.12162 -3.01741 -2.82481
O 18.01737 -5.05966 -3.91134
F 17.56435 -4.30344 -1.77108
S 16.90904 -2.49505 -5.02693
O 16.89813 -3.58190 -5.99778
O 17.73349 -1.32217 -5.18840
F 15.44300 -1.85062 -5.30424
C 19.70824 -3.71760 0.39473
C 21.02889 -3.64752 -0.30422
O 21.91486 -3.87289 0.79717
C 21.24693 -3.79300 2.02914
O 21.75349 -3.88662 3.08658
O 19.95547 -3.41994 1.74977
H 19.09973 -4.61572 0.28891
H 18.92505 -3.02568 0.08493
H 21.14630 -2.64577 -0.71753
H 21.16263 -4.43774 -1.04297
C 15.67457 2.97050 -6.16183
C 16.45574 1.62549 -6.29106
O 15.50531 0.74367 -6.99585
C 14.32816 1.39643 -7.04941
O 13.28512 0.98503 -7.49619
O 14.41493 2.64911 -6.54984
H 16.00285 3.87093 -6.68100
H 15.63826 3.22584 -5.10278
H 16.79475 1.24137 -5.32896
H 17.34473 1.51974 -6.91284
C 15.78209 -3.46020 -9.08840
C 15.22024 -2.09678 -9.43586
O 15.02538 -2.08680 -10.79968
C 15.15835 -3.28373 -11.29612
O 15.02401 -3.56746 -12.40496
O 15.61779 -4.12736 -10.29828
H 15.14148 -3.75396 -8.25688
H 16.83466 -3.49745 -8.80769
H 16.01129 -1.40585 -9.14438
H 14.26078 -1.81696 -9.00086
C 21.56395 -3.18403 -4.67762
C 22.69967 -2.95799 -5.65359
O 22.08213 -3.19456 -6.91141
C 20.82544 -3.68963 -6.66043
O 19.94872 -3.97078 -7.50941
O 20.51601 -3.77920 -5.30447
H 21.33429 -2.18369 -4.31066
H 21.88356 -3.97831 -4.00304
H 23.44455 -3.72748 -5.45079
H 23.21379 -1.99700 -5.63672
*
```


# 3
Below is a cluster of 2 separate species, C5H2Cl2F3N in total in a non-equilibrium geometry, with properties calculated with ωB97M-V/def2-TZVPD.

For the LUMO energy, the calculation gives -0.06 eV. As for the orbital gap: 9.91 eV. The SMILES is FC(F)=C(F)Cl.C=C(Cl)C#N. The energy above the lowest of the compared OMol25 structures with the same formula, charge and spin is 0.0 kcal per mole.

Geometry as ORCA input:
```
! wB97M-V def2-TZVPD RIJCOSX def2/J DEFGRID3
* xyz 0 1
C 1.18386 1.59307 -0.90371
C -1.24286 1.52873 -0.47402
C 0.00653 1.64941 -0.11410
C -0.06069 -2.35828 -0.07770
C 0.43409 -1.58399 0.89812
N 2.13656 1.60805 -1.51240
F 0.80796 -3.14621 -0.72190
F -1.31805 -2.33426 -0.51299
F -0.50093 -0.78751 1.51770
Cl 0.27025 2.04217 1.55790
Cl 2.02582 -1.66563 1.61007
H -1.98702 1.92023 0.23485
H -1.75551 1.53422 -1.50183
*
```


# 4
Below is a cluster of 2 separate species, C12H13N2S in total in a non-equilibrium geometry, with properties calculated with ωB97M-V/def2-TZVPD.

For the LUMO energy (spin up / spin down), the calculation gives -4.86 / -5.68 eV. As for the orbital gap (spin up / spin down): 6.66 / 5.43 eV. The energy above the lowest of the compared OMol25 structures with the same formula, charge and spin is 119.1 kcal per mole.

Geometry as ORCA input:
```
! wB97M-V def2-TZVPD RIJCOSX def2/J DEFGRID3
* xyz 1 1
C 0.46078 -1.24572 2.10842
C -2.14450 0.41473 -1.60596
C -0.33881 -1.47242 1.03336
C -1.66897 -0.56635 -0.74986
C 1.06158 0.01914 2.37415
C -1.81402 1.72766 -1.27635
C -0.74569 -0.31348 0.29394
C -0.24193 0.99276 0.51309
C 0.96823 1.10419 1.33685
C -0.94702 2.08116 -0.14003
C 2.20837 1.51415 1.24007
C 4.76078 1.03123 0.70145
N -1.11010 3.27673 0.32274
N -3.09709 -3.34527 -2.56692
S 3.66331 1.96888 1.80969
H 0.70195 -2.05682 2.82032
H -2.62351 0.08389 -2.42127
H -0.54672 -2.47671 0.83079
H -1.93906 -1.58966 -1.08077
H 1.44197 0.36685 3.27669
H -2.25514 2.57356 -1.87638
H 5.69717 1.02866 1.33740
H 5.00155 1.69816 -0.22391
H 4.34029 0.09048 0.60490
H -1.81819 3.90236 -0.21317
H -3.04244 -2.82393 -3.46411
H -3.80946 -4.17023 -2.58092
H -2.16334 -3.81402 -2.40421
*
```


# 5
Below is the molecule C3H5NO2 in a non-equilibrium geometry, with properties calculated with ωB97M-V/def2-TZVPD.

For the LUMO energy, the calculation gives 0.96 eV. As for the orbital gap: 11.04 eV. The SMILES is N=C1OCCO1. The energy above the lowest of the compared OMol25 structures with the same formula, charge and spin is 52.7 kcal per mole.

Geometry as ORCA input:
```
! wB97M-V def2-TZVPD RIJCOSX def2/J DEFGRID3
* xyz 0 1
N 2.26929 1.06650 0.13453
C 1.16884 0.51359 0.05000
O -0.11543 1.21624 0.30194
C -1.23289 0.34438 0.14985
C -0.59553 -1.07413 -0.23209
O 0.81570 -0.85256 -0.28004
H 3.28898 1.10470 0.11761
H -1.91672 0.66592 -0.65992
H -1.81639 0.23069 1.08430
H -0.86975 -1.81320 0.54221
H -0.99610 -1.40215 -1.20839
*
```


# 6
Below is a cluster of 11 separate species, C36H101N7O15 in total in a non-equilibrium geometry, with properties calculated with ωB97M-V/def2-TZVPD.

For the LUMO energy (spin up / spin down), the calculation gives -1.87 / -8.11 eV. As for the orbital gap (spin up / spin down): 8.88 / 2.64 eV.

Geometry as ORCA input:
```
! wB97M-V def2-TZVPD RIJCOSX def2/J DEFGRID3
* xyz 1 2
C -1.72988 10.22215 4.24743
C -1.31907 10.47921 2.81612
C -0.97859 9.19399 1.93136
O 0.26240 8.63477 2.37515
C 0.62023 7.35958 1.86982
N -2.31253 11.27432 2.18668
H -2.55838 9.51388 4.25150
H -2.08392 11.15738 4.68115
H -0.84150 9.83364 4.74540
H -0.43631 11.11167 2.72207
H -1.00702 9.36410 0.85508
H -1.78174 8.46988 2.06809
H 0.02297 6.55121 2.29163
H 1.66355 7.12528 2.08121
H 0.57293 7.54265 0.79635
H -3.20615 10.86459 2.41834
H -2.31852 12.05365 2.82910
C -2.00614 11.47139 8.80794
C -2.54984 10.02588 8.88348
C -1.81806 9.22514 9.98264
O -2.20325 7.87216 10.08936
C -1.57629 7.20759 11.15094
N -3.99697 10.12257 9.15906
H -1.85153 11.95629 9.77181
H -2.61172 12.08864 8.14432
H -0.99967 11.43301 8.39120
H -2.36399 9.45416 7.97425
H -2.02165 9.71131 10.93673
H -0.76026 9.41655 9.80233
H -1.53507 7.64597 12.14803
H -0.55161 7.06689 10.80693
H -2.04219 6.22857 11.26293
H -4.36204 9.18124 9.13215
H -4.13445 10.35142 10.13313
C -8.50072 4.53132 6.88148
C -7.65182 3.25382 7.15094
C -7.49043 2.35013 5.91297
O -8.74815 1.76988 5.58386
C -8.75099 1.12332 4.35086
N -6.41547 3.47785 7.83531
H -8.18750 5.15003 6.04052
H -8.72117 5.21307 7.70290
H -9.43325 4.21971 6.41096
H -8.26218 2.71852 7.87827
H -6.74552 1.59326 6.15863
H -6.99904 2.87755 5.09537
H -8.80938 1.84265 3.53401
H -9.66724 0.57679 4.12748
H -7.86120 0.50638 4.22529
H -6.54527 3.73437 8.80353
H -5.98944 2.57028 7.95751
C -3.98346 1.59379 5.57916
C -3.11811 1.55407 6.75624
C -2.14717 2.68297 6.99230
O -1.46019 2.69030 8.28323
C -0.71605 3.94173 8.52562
N -3.93374 1.31065 7.92138
H -3.31988 1.64081 4.71571
H -4.67462 2.43662 5.58618
H -4.62152 0.71989 5.44774
H -2.43567 0.71068 6.65102
H -2.74938 3.59150 6.99377
H -1.47024 2.79624 6.14551
H 0.00161 4.14373 7.73047
H -0.19181 3.81589 9.47295
H -1.33622 4.83685 8.57309
H -3.34084 1.34451 8.73833
H -4.29539 0.36921 7.97632
C -0.09152 6.43050 5.55252
C 0.96486 7.40453 6.01208
C 1.79626 6.94547 7.18543
O 0.98852 6.61721 8.31560
C 1.75636 6.40244 9.53764
N 1.70512 7.68777 4.86295
H -0.79172 6.35086 6.38407
H 0.40499 5.47897 5.36241
H -0.72271 6.81555 4.75162
H 0.45146 8.25702 6.45681
H 2.46924 7.75775 7.46002
H 2.34941 6.03790 6.94366
H 2.61136 5.74352 9.38633
H 1.17300 6.08143 10.40062
H 2.29977 7.28732 9.86898
H 0.97540 7.84974 4.18370
H 2.15529 6.82112 4.60534
C -8.81146 4.08172 0.25026
C -8.12969 4.08132 -1.16245
C -6.62549 4.10744 -1.21458
O -6.18725 5.45498 -0.94872
C -4.77166 5.44382 -0.91437
N -8.69993 2.85528 -1.74663
H -8.50259 3.22291 0.84619
H -9.89871 4.01694 0.20791
H -8.64867 4.96765 0.86406
H -8.47055 4.97694 -1.68187
H -6.29666 3.83668 -2.21791
H -6.19534 3.37030 -0.53658
H -4.42129 6.25335 -0.27406
H -4.23692 5.47802 -1.86357
H -4.27463 4.63676 -0.37613
H -8.93350 2.99157 -2.71975
H -7.88632 2.27675 -1.89974
C -4.24288 7.63465 5.80373
C -5.37230 6.67243 5.97519
C -5.16088 5.50331 4.99216
O -5.54779 5.82068 3.62736
C -6.88217 5.37401 3.22200
N -5.34261 6.19444 7.32436
H -4.35101 8.50082 6.45653
H -4.21046 7.99583 4.77582
H -3.28851 7.14931 6.00799
H -6.30095 7.11413 5.61378
H -5.52982 4.55044 5.37165
H -4.12870 5.15421 5.02084
H -6.96479 4.28739 3.19880
H -7.28593 5.86222 2.33502
H -7.64919 5.53199 3.98017
H -5.68740 5.26527 7.12979
H -4.42661 6.12264 7.74375
C -4.98263 9.27246 0.25225
C -5.29002 9.02789 1.69366
O -4.96297 10.17170 2.41028
O -3.55866 9.58639 0.15456
H -5.58072 10.06305 -0.20091
H -5.24106 8.42940 -0.38848
H -4.85587 8.09530 2.05405
H -6.35181 8.83117 1.84203
H -5.67613 10.39074 3.01447
H -3.24139 10.05580 0.92954
C -2.61851 4.80530 2.15409
C -1.36543 3.96002 2.17560
O -1.15529 3.59863 3.53220
O -3.77034 4.04413 2.15228
H -2.65856 5.47891 1.29809
H -2.64417 5.53825 2.96044
H -0.55883 4.59216 1.80426
H -1.42764 3.13083 1.47084
H -1.59988 2.75168 3.61363
H -4.47040 4.55174 2.56924
C -10.46636 8.77014 4.65905
C -9.52052 7.65798 4.33687
O -8.64347 7.98943 3.29602
O -9.82877 9.61982 5.61266
H -11.39481 8.34599 5.04139
H -10.74447 9.39455 3.81001
H -10.15992 6.80397 4.11348
H -8.91801 7.37321 5.19943
H -7.98638 8.58705 3.66027
H -10.34426 10.42724 5.67550
C -7.22225 10.43882 7.82584
C -7.73217 8.93826 7.99008
O -6.79530 8.23358 8.86877
O -5.97540 10.39535 7.16607
H -7.16526 10.86373 8.82799
H -7.86728 11.06422 7.20867
H -7.74124 8.45914 7.01107
H -8.70652 8.86647 8.47339
H -6.43945 7.45833 8.42835
H -5.26527 10.47723 7.80686
*
```